{"formula": "C6H13N", "method": "ωB97M-V with the def2-TZVPD basis set", "smiles": "C=C(C)CCCN", "e_tot_ha": -291.08573, "orbital_gap_ev": 9.8, "elements": ["C", "C", "C", "C", "C", "C", "N", "H", "H", "H", "H", "H", "H", "H", "H", "H", "H", "H", "H", "H"], "coordinates": [[2.156, 0.076, 1.144], [1.171, 0.743, 0.491], [1.442, 1.640, -0.776], [-0.181, 0.733, 1.026], [-1.244, 0.164, -0.032], [-1.121, -1.271, -0.184], [-2.273, -1.861, -0.936], [1.826, -0.764, 1.637], [3.262, 0.410, 1.051], [1.208, 2.665, -0.536], [0.827, 1.337, -1.659], [2.457, 1.600, -1.200], [-0.191, -0.059, 1.812], [-0.510, 1.691, 1.366], [-1.027, 0.733, -0.935], [-2.333, 0.359, 0.261], [-0.100, -1.572, -0.742], [-1.123, -1.802, 0.864], [-2.401, -2.875, -0.754], [-1.845, -1.948, -1.899]], "forces_ev_per_a": [[1.377, 3.053, -2.503], [2.860, 0.983, -1.364], [-0.074, -0.855, 0.402], [-2.409, -3.358, -0.928], [-0.697, 2.831, 1.392], [1.588, -4.232, 0.327], [1.414, -0.804, -1.997], [-0.111, -1.493, 2.147], [-1.979, -1.300, -0.244], [-0.170, 0.515, -0.109], [0.069, 0.116, 0.933], [-0.097, -0.125, 0.750], [-0.128, 1.109, 0.121], [-0.024, 0.643, 0.432], [-0.461, -0.260, -0.361], [1.517, 0.082, -0.194], [-1.917, 0.651, 1.493], [0.261, 1.085, -1.764], [0.231, 0.939, 0.518], [-1.251, 0.421, 0.950]]}

{"formula": "C5H13FNP", "method": "ωB97M-V with the def2-TZVPD basis set", "e_tot_ha": -694.17439, "orbital_gap_ev": [7.6, 7.9], "elements": ["C", "C", "C", "C", "C", "N", "F", "P", "H", "H", "H", "H", "H", "H", "H", "H", "H", "H", "H", "H", "H"], "coordinates": [[-0.946, -2.163, -0.673], [-0.718, 2.346, -0.486], [2.376, -0.905, 1.110], [-1.122, -0.632, -0.710], [-0.828, 1.324, 0.686], [-0.422, -0.013, 0.354], [2.792, 1.154, -0.405], [1.911, -0.202, -0.555], [-1.901, -2.561, -0.394], [-0.727, -2.567, -1.637], [-0.253, -2.518, 0.085], [-1.623, 2.938, -0.552], [0.133, 2.933, -0.425], [-0.729, 1.692, -1.312], [3.108, -1.576, 0.894], [1.462, -1.291, 1.481], [2.921, -0.252, 1.798], [-1.114, -0.094, -1.691], [-2.154, -0.495, -0.301], [-0.206, 1.569, 1.585], [-1.960, 1.315, 1.147]], "forces_ev_per_a": [[-0.147, 0.638, -0.368], [-2.198, -1.491, 1.654], [-0.729, 2.315, -0.875], [-1.948, 0.062, 0.929], [-1.042, 0.702, 1.706], [3.242, -0.048, -0.437], [-0.541, -0.074, -0.316], [-1.545, 0.696, 2.268], [-0.509, -0.480, 0.155], [0.454, -0.400, -0.616], [0.316, 0.263, -0.100], [0.024, 0.395, 0.008], [1.646, 1.079, -0.020], [0.335, -0.143, -1.500], [1.800, -2.784, -0.547], [-0.548, -0.621, 0.737], [-0.749, 0.585, -0.131], [0.244, -0.861, 0.370], [0.012, 0.112, -0.842], [-0.489, 0.311, -0.809], [2.371, -0.256, -1.267]]}

{"formula": "C39H44ClF2N5O5SSi2Sr", "method": "ωB97M-V with the def2-TZVPD basis set", "total_charge": -2, "e_tot_ha": -3830.34783, "orbital_gap_ev": 5.0, "elements": ["Sr", "C", "C", "N", "C", "C", "C", "C", "C", "C", "C", "C", "C", "N", "C", "H", "H", "H", "H", "H", "H", "H", "H", "F", "C", "C", "C", "C", "C", "F", "C", "C", "C", "C", "C", "C", "N", "H", "H", "H", "H", "H", "H", "C", "Si", "C", "C", "N", "C", "C", "C", "C", "C", "C", "N", "Si", "C", "C", "C", "H", "H", "H", "H", "H", "H", "H", "H", "H", "H", "H", "H", "H", "H", "H", "H", "H", "H", "H", "H", "H", "H", "O", "S", "C", "C", "C", "C", "H", "H", "H", "H", "H", "H", "H", "H", "O", "Cl", "O", "O", "O"], "coordinates": [[-0.103, -0.432, -0.228], [4.509, 0.813, 0.201], [3.255, 0.212, 0.015], [2.131, 0.882, 0.135], [2.159, 2.190, 0.444], [3.364, 2.876, 0.637], [4.556, 2.147, 0.507], [3.352, 4.277, 0.946], [2.188, 4.942, 1.055], [0.934, 4.269, 0.869], [-0.290, 4.954, 0.961], [-1.459, 4.276, 0.765], [-1.391, 2.902, 0.478], [-0.261, 2.239, 0.376], [0.901, 2.905, 0.563], [5.406, 0.219, 0.093], [3.157, -0.844, -0.225], [5.507, 2.650, 0.645], [4.300, 4.788, 1.069], [2.169, 6.005, 1.268], [-0.288, 6.016, 1.180], [-2.428, 4.752, 0.829], [-2.308, 2.336, 0.340], [-5.199, 4.231, 1.405], [-4.726, 2.945, 1.560], [-4.880, 2.034, 0.536], [-4.394, 0.714, 0.625], [-3.750, 0.414, 1.848], [-3.617, 1.359, 2.856], [-2.991, 1.034, 4.030], [-4.087, 2.657, 2.748], [-3.241, -0.971, 2.106], [-3.772, -1.746, 3.137], [-3.337, -3.047, 3.306], [-2.381, -3.553, 2.441], [-1.882, -2.711, 1.463], [-2.291, -1.449, 1.294], [-5.391, 2.403, -0.355], [-3.948, 3.385, 3.534], [-4.524, -1.307, 3.779], [-3.743, -3.655, 4.106], [-1.994, -4.560, 2.524], [-1.102, -3.073, 0.801], [3.045, -1.021, 3.681], [1.228, -1.181, 3.174], [0.299, -2.065, 4.578], [0.499, 0.563, 3.231], [1.024, -1.826, 1.623], [1.561, -3.032, 1.235], [2.055, -3.988, 2.139], [2.630, -5.203, 1.757], [2.712, -5.509, 0.415], [2.208, -4.596, -0.518], [1.623, -3.368, -0.177], [1.119, -2.474, -1.114], [1.441, -2.673, -2.768], [3.292, -2.606, -3.169], [0.734, -4.250, -3.575], [0.667, -1.251, -3.732], [3.145, -0.737, 4.734], [3.532, -0.248, 3.078], [3.585, -1.957, 3.523], [-0.759, -1.788, 4.531], [0.687, -1.734, 5.549], [0.355, -3.154, 4.536], [0.168, 0.791, 4.250], [-0.393, 0.680, 2.608], [1.214, 1.335, 2.935], [1.995, -3.769, 3.200], [2.999, -5.885, 2.516], [3.153, -6.439, 0.074], [2.273, -4.871, -1.566], [3.860, -3.276, -2.519], [3.666, -1.589, -3.018], [3.495, -2.884, -4.209], [0.265, -4.898, -2.833], [1.506, -4.834, -4.088], [-0.026, -3.984, -4.317], [1.018, -0.256, -3.440], [-0.423, -1.261, -3.665], [0.949, -1.383, -4.785], [-1.889, -0.201, -1.875], [-2.782, 0.899, -2.382], [-1.730, 1.997, -3.346], [-2.603, 2.434, -4.509], [-3.201, 1.139, -5.069], [-3.597, 0.256, -3.875], [-0.878, 1.403, -3.683], [-1.352, 2.797, -2.710], [-2.013, 2.976, -5.249], [-3.394, 3.109, -4.167], [-2.444, 0.625, -5.663], [-4.056, 1.325, -5.721], [-3.250, -0.775, -3.955], [-4.669, 0.236, -3.678], [0.349, 4.260, -2.316], [1.476, 3.586, -2.935], [1.454, 3.831, -4.357], [2.705, 4.085, -2.368], [1.366, 2.162, -2.687]], "forces_ev_per_a": [[-0.079, -0.570, 0.428], [-0.034, -0.051, -0.072], [0.041, 0.030, 0.085], [-0.084, 0.043, -0.049], [0.030, -0.008, -0.116], [0.042, 0.104, 0.056], [0.037, -0.052, -0.001], [0.000, -0.041, 0.006], [-0.047, -0.009, -0.002], [0.003, 0.160, -0.008], [-0.014, -0.012, -0.003], [-0.009, -0.100, -0.016], [-0.127, 0.032, 0.000], [0.232, -0.050, -0.069], [0.037, 0.043, -0.026], [0.014, 0.021, 0.007], [-0.014, 0.006, 0.026], [-0.015, 0.027, 0.011], [0.003, -0.006, 0.000], [0.011, -0.001, 0.002], [0.006, -0.001, 0.000], [0.017, 0.018, 0.007], [0.010, -0.018, 0.000], [-0.013, -0.035, 0.012], [-0.002, 0.137, -0.061], [0.019, 0.115, 0.088], [-0.001, -0.015, -0.050], [0.043, -0.097, 0.145], [-0.062, 0.041, 0.015], [0.009, 0.005, -0.012], [0.044, -0.147, -0.010], [0.058, 0.134, -0.229], [0.025, 0.065, -0.077], [-0.063, 0.002, 0.067], [0.024, 0.010, -0.052], [-0.078, -0.027, 0.031], [0.176, -0.086, 0.025], [0.021, -0.097, -0.033], [-0.002, 0.010, 0.000], [-0.015, -0.035, 0.035], [0.016, -0.022, -0.008], [-0.024, -0.001, 0.037], [-0.001, 0.054, -0.037], [0.040, 0.037, 0.122], [-0.249, -0.022, -0.212], [0.026, 0.029, 0.091], [-0.021, 0.083, 0.081], [0.110, 0.115, -0.090], [-0.007, -0.063, -0.064], [0.046, -0.046, 0.048], [-0.043, 0.076, 0.023], [-0.014, 0.042, -0.035], [0.032, -0.096, -0.003], [-0.043, 0.074, 0.071], [0.105, -0.066, 0.036], [-0.089, 0.250, 0.175], [0.049, -0.045, -0.061], [-0.011, -0.037, -0.090], [0.059, -0.007, -0.162], [0.020, -0.004, -0.016], [-0.019, -0.015, -0.021], [-0.003, 0.003, 0.008], [0.005, -0.009, -0.020], [-0.049, -0.027, 0.009], [0.035, 0.004, -0.012], [0.060, 0.007, -0.002], [0.003, -0.070, -0.010], [0.001, -0.027, -0.021], [0.002, 0.021, -0.024], [0.004, -0.015, -0.018], [-0.003, -0.003, 0.009], [-0.016, 0.042, -0.006], [-0.001, 0.005, -0.009], [-0.020, -0.004, 0.017], [0.001, 0.007, 0.012], [0.001, 0.028, 0.023], [-0.011, -0.004, 0.015], [0.007, -0.018, 0.006], [0.034, -0.046, 0.073], [0.006, -0.025, 0.009], [-0.069, 0.037, 0.003], [-0.212, 0.091, -0.186], [0.102, 0.108, 0.325], [-0.008, 0.004, -0.161], [0.052, 0.065, 0.025], [-0.056, -0.082, -0.010], [-0.042, -0.128, -0.152], [-0.014, -0.007, 0.022], [-0.076, 0.030, -0.037], [-0.002, -0.010, -0.008], [-0.009, -0.025, 0.025], [0.022, 0.009, 0.017], [0.003, 0.017, -0.008], [0.007, 0.022, -0.016], [0.001, 0.076, 0.000], [0.067, 0.021, 0.012], [-0.111, 0.004, 0.017], [-0.003, -0.006, -0.060], [0.009, -0.012, 0.037], [0.053, 0.037, 0.053]]}

Which formula does entry 3 have?
C39H44ClF2N5O5SSi2Sr